# 1
Formula: C37H72B2N12O31
Source: the Open Molecules 2025 dataset
Level of theory: the ωB97M-V functional and the def2-TZVPD basis

```
154
Properties=species:S:1:pos:R:3:forces:R:3
C 0.32009 -1.89646 2.18443 0.3636 -0.7551 0.0524
C -0.48002 -3.22508 2.43450 -0.9738 0.9165 -0.6513
C -1.28879 -3.56310 1.11202 -0.3049 0.2739 1.4598
C -2.47700 -2.52786 1.03033 -0.3088 -0.2573 -0.4689
C -2.75078 -1.98016 -0.41925 -0.5795 0.1849 0.3757
C -1.81299 -0.82991 -0.84183 0.5029 1.3394 -0.0709
C -2.08903 0.47883 -0.26235 1.2422 0.2569 -0.4617
C -3.24628 0.72127 0.74166 -0.0901 -0.5152 -0.8521
C -4.48546 1.43863 0.12099 0.6753 -0.2636 0.3240
O -5.35193 1.85829 0.84595 -0.0547 0.3597 -0.2335
O -4.55559 1.54037 -1.23953 0.6435 0.3149 0.9162
C -1.25482 1.63175 -0.57411 -0.2593 -1.2450 -0.9067
C -1.49221 3.03957 0.05295 0.7118 -0.1734 -0.7089
O -0.34342 3.31351 0.87718 -1.2961 0.0185 0.6993
C -0.51734 2.73208 2.17732 0.5285 0.3245 1.2077
C 0.29970 3.50315 3.29452 0.8322 -1.1804 -0.3829
C 1.61756 2.70539 3.69355 0.0085 0.2633 -0.0059
C -0.14397 1.45034 -1.47387 -0.3016 -0.8333 0.0580
C 0.13195 0.14338 -2.06099 -0.3379 1.0788 0.9295
C -0.68497 -0.99235 -1.75235 -0.9795 0.8090 0.6798
B -0.37349 -2.43903 -2.34210 1.3083 -0.7288 0.2517
O -1.30771 -3.31714 -2.91214 0.5749 1.1952 -0.3978
O 0.95470 -2.89746 -2.23729 -1.3210 0.2185 -0.9048
C 1.30650 -3.67514 -3.41047 0.0180 -0.5508 -0.4983
C 1.37099 0.07520 -2.99812 -0.3197 0.9277 1.5596
O 1.42028 -0.58444 -3.99665 -0.0006 -0.2363 -0.1896
C 2.55388 0.99164 -2.55658 0.4406 0.0925 -0.1295
C 3.98039 0.43209 -2.77026 -0.7349 -0.9084 -0.5997
C 4.28203 -0.59266 -1.61715 -0.7500 -0.3177 -0.2930
O 4.01598 -1.91280 -2.15786 0.7291 0.1884 0.0212
C 2.31155 2.19999 -1.99981 -0.8426 -0.1833 -0.1462
B 3.41516 3.21833 -1.46187 0.3376 0.3912 0.6931
O 3.11106 3.87588 -0.21840 -0.0193 -0.1819 -1.3954
N 4.66147 3.55994 -2.12778 -2.1772 0.9659 0.4895
C 4.50649 3.77942 -3.59469 1.1687 -0.1434 -0.1650
C 5.36881 4.69430 -1.49839 1.2525 0.3398 -0.8105
C 0.82201 2.62642 -1.82677 0.5996 -1.9485 0.1267
O 0.46830 3.76146 -1.99605 0.0369 0.2315 0.0524
H 1.16993 -2.15294 1.49800 -0.4501 0.4790 0.7297
H -0.27210 -1.10784 1.66262 0.1997 -0.6699 0.3865
H 0.66883 -1.46484 3.15026 0.0536 -0.3007 -0.7566
H -1.26135 -3.03113 3.21649 0.8869 -0.3252 -0.6956
H 0.13975 -4.07260 2.80167 -0.1496 0.6830 -0.4172
H -1.73932 -4.57640 1.26323 0.4374 0.6565 -0.5206
H -0.64718 -3.55720 0.19919 -0.3930 -0.0109 0.6626
H -2.34709 -1.66465 1.73215 0.2010 -0.8275 -0.5270
H -3.41216 -3.04251 1.37599 0.7351 0.4208 -0.2880
H -2.78065 -2.84137 -1.12052 0.2656 0.7574 0.3316
H -3.79130 -1.55427 -0.41140 0.8321 -0.4322 -0.1952
H -3.64719 -0.22452 1.18589 0.3761 0.8016 -0.4662
H -2.88672 1.32270 1.61026 -0.5005 -0.3644 -0.7751
H -5.06995 2.34003 -1.46094 -0.1717 -0.5542 0.1597
H -1.51831 3.84674 -0.72030 0.1205 -0.9129 0.4949
H -2.44972 3.11556 0.61778 0.7447 -0.1661 -0.1973
H -1.59263 2.77939 2.49954 0.7371 -0.1439 -0.5413
H -0.14775 1.66877 2.18643 -0.6219 0.7287 -0.1555
H 0.61364 4.51377 2.94703 -0.6787 -0.6319 0.2702
H -0.33930 3.53233 4.20530 0.3803 0.4415 -0.7219
H 1.83628 1.88989 2.96043 -0.1578 0.6482 0.5105
H 2.50934 3.38823 3.73060 -0.9818 -0.8561 0.0531
H 1.48261 2.23067 4.69597 0.2236 0.3237 -0.7768
H -1.81259 -2.86754 -3.60928 -0.2258 -0.2230 0.5078
H 0.91680 -4.72158 -3.34620 0.2078 0.8808 0.0254
H 0.87012 -3.17625 -4.31145 0.4672 -0.5516 0.6125
H 2.40742 -3.73243 -3.55351 -0.6981 0.3536 0.4931
H 4.76290 1.19995 -2.93001 -0.6712 -0.3588 0.5433
H 3.93955 -0.17203 -3.71758 0.0936 0.4417 0.8061
H 3.50976 -0.44800 -0.81657 1.0500 0.1724 -0.2439
H 5.32683 -0.53876 -1.23716 -0.7343 0.1918 -0.1598
H 4.40141 -2.58590 -1.57587 -0.2641 0.3211 -0.0504
H 2.77212 4.74558 -0.51004 0.0431 -0.3170 0.5520
H 5.23324 3.10065 -4.11403 -0.8481 0.6055 0.0084
H 4.81492 4.83026 -3.81309 -0.2803 -0.7733 0.0120
H 3.46325 3.65250 -3.95258 0.7738 -0.1894 0.2238
H 4.85521 5.66291 -1.75377 0.3533 -0.6989 0.5918
H 6.38833 4.77352 -1.96769 -0.8274 -0.0833 0.3940
H 5.54444 4.57112 -0.41160 -0.4542 -0.0055 -0.7545
C -7.72885 -0.16261 0.81147 -0.0920 0.1222 0.1257
N -8.22927 -0.95578 -0.34191 -0.0305 -0.0055 0.0918
O -9.36436 -0.73827 -0.72695 0.2380 -0.0715 0.0159
O -7.46526 -1.76882 -0.82124 -0.2088 0.1392 -0.0056
H -8.51132 0.51795 1.13411 -0.0122 -0.0918 -0.0994
H -7.47478 -0.86216 1.60530 0.0846 -0.0016 -0.0959
H -6.85323 0.38818 0.47555 -0.1230 -0.1609 0.0746
C 6.99063 -2.91191 -4.25155 -0.0265 0.2550 -0.2177
N 7.39716 -3.49166 -2.94484 0.0019 0.0839 -0.0876
O 8.28365 -2.92621 -2.32994 -0.1374 -0.2223 0.0513
O 6.81311 -4.49275 -2.58080 0.1961 0.1712 0.0615
H 7.59208 -2.02874 -4.44433 0.0168 -0.0887 0.1122
H 7.15975 -3.66779 -5.01495 -0.1071 -0.0372 0.0945
H 5.93543 -2.65265 -4.17915 0.0075 -0.1344 0.0299
C 9.76863 -6.19225 -1.53732 -0.0813 0.2293 0.1062
N 10.76589 -6.78120 -2.47093 0.0874 0.0348 -0.0288
O 11.54294 -6.01902 -3.01501 -0.1046 -0.2060 0.0339
O 10.73089 -7.98560 -2.62261 0.0511 0.2293 -0.0181
H 9.91623 -5.11704 -1.50131 0.0265 -0.0826 -0.0851
H 8.77922 -6.43280 -1.91918 0.0471 -0.0754 0.0900
H 9.93226 -6.63762 -0.55881 -0.0767 -0.0969 -0.0955
C 10.54048 -1.78764 -0.28956 0.1635 -0.1806 -0.1347
N 10.69744 -0.94418 0.92601 0.1158 0.0041 0.0544
O 11.79134 -0.91936 1.45470 -0.2488 0.0725 -0.0105
O 9.71303 -0.33786 1.30311 0.1971 -0.0813 -0.0359
H 11.49086 -2.26559 -0.50840 -0.0211 0.0919 0.0952
H 9.77471 -2.52959 -0.07764 -0.0852 0.1599 -0.0701
H 10.23995 -1.13486 -1.10510 -0.1384 -0.0655 0.0839
C -3.51619 -2.98261 6.72951 -0.0921 0.0878 0.3210
N -2.62569 -3.02435 5.54078 -0.0796 0.0112 0.1530
O -1.42986 -3.03523 5.74070 -0.1613 0.0457 -0.2463
O -3.16711 -3.04349 4.44481 0.2288 0.1012 0.3344
H -2.90366 -2.96824 7.62591 0.0777 0.0135 -0.1526
H -4.11588 -2.07761 6.65706 -0.0330 -0.0884 -0.0907
H -4.13862 -3.87232 6.70226 -0.0067 0.0985 -0.1340
C 4.74137 5.74006 2.13770 0.1954 0.0500 -0.2161
N 3.64881 6.27270 2.99205 0.0785 0.0366 -0.0456
O 3.39108 7.46090 2.90440 -0.0908 -0.3638 0.0479
O 3.08881 5.48043 3.71929 0.0833 0.4507 -0.0494
H 5.14802 6.55428 1.54461 -0.0882 0.0133 0.1009
H 5.50012 5.32524 2.79775 -0.1147 -0.0738 -0.0097
H 4.31063 4.97074 1.49790 -0.0136 -0.0725 0.1395
C -10.27223 -1.75544 -3.48652 0.0219 0.1623 -0.0008
N -11.30462 -2.50278 -4.25419 0.0305 0.0594 0.0736
O -12.12898 -1.85076 -4.87593 0.0750 -0.2594 0.0828
O -11.25378 -3.71375 -4.20852 -0.1192 0.2258 -0.1070
H -10.44055 -0.69116 -3.61949 -0.0761 -0.1001 -0.0221
H -10.37351 -2.03349 -2.44234 0.0919 -0.0748 -0.0981
H -9.29969 -2.04504 -3.87888 -0.0525 -0.1002 0.0866
C -6.87942 2.52606 3.56124 -0.0301 0.1855 -0.1142
N -6.51045 1.93975 4.87730 0.0406 0.0842 0.0628
O -5.65598 2.50990 5.52635 -0.1546 -0.2130 -0.0341
O -7.09456 0.92534 5.20877 0.1514 0.1493 -0.0276
H -6.28441 3.41877 3.39632 0.0218 -0.1066 0.0642
H -6.67067 1.77949 2.80093 -0.0409 0.0466 0.0557
H -7.93906 2.76992 3.59606 0.0260 -0.1266 0.0197
C -3.34281 -6.98832 3.55726 0.1408 -0.1400 -0.1848
N -3.21585 -6.15613 4.78260 0.1053 -0.0865 -0.0183
O -2.12904 -6.11291 5.32264 -0.2681 0.1184 0.0071
O -4.21590 -5.57414 5.15775 0.1115 -0.2873 -0.0113
H -2.38012 -7.44275 3.34376 -0.0290 0.0890 0.0994
H -4.09484 -7.74873 3.75409 -0.0592 0.1342 -0.0323
H -3.64929 -6.33141 2.74630 -0.1043 -0.0241 0.0933
C -10.54864 -1.17552 -7.63730 -0.1251 -0.1207 0.1908
N -9.07590 -1.07762 -7.82270 0.0092 -0.0172 0.0132
O -8.36915 -1.46086 -6.90797 -0.0281 0.1131 -0.1937
O -8.68302 -0.62034 -8.87693 0.0312 -0.0959 0.2323
H -10.74964 -1.59763 -6.65855 0.0555 0.0777 -0.1707
H -10.95653 -0.17058 -7.71500 0.0234 -0.0635 -0.1180
H -10.93664 -1.81982 -8.42257 0.0305 0.1359 -0.0447
C 2.97791 9.97440 4.30509 0.0004 -0.1018 0.1568
N 3.39416 11.35534 4.67202 -0.0420 -0.0029 0.1232
O 3.67678 11.56672 5.83592 -0.0094 0.0973 -0.2432
O 3.42189 12.17668 3.77577 0.0273 -0.0923 0.2038
H 2.99945 9.35464 5.19600 0.0290 0.1106 -0.0280
H 1.97092 10.03259 3.89955 0.1132 0.0152 -0.1122
H 3.67933 9.60738 3.56364 -0.1183 0.1286 -0.0424
```
Forces are in eV/Å.

**LUMO level**: -0.865 eV
**Orbital gap**: 8.47 eV
**Multiplicity**: 1
**E_HOMO**: -9.33 eV

# 2
Formula: C4H7N3
Source: the Open Molecules 2025 dataset
Level of theory: the ωB97M-V functional and the def2-TZVPD basis

```
14
Properties=species:S:1:pos:R:3:forces:R:3
N 0.88732 2.03307 1.16505 -0.0407 -0.0076 0.1207
C 0.42836 0.94341 0.42070 0.0730 -0.2024 -0.0329
C -0.79951 0.32195 0.35963 0.0326 -0.0164 0.1067
C -0.60378 -0.91647 -0.33212 0.2063 0.0906 -0.0365
N -1.57033 -1.93350 -0.46883 -0.0547 0.0385 -0.1660
C 0.70746 -0.97112 -0.72462 -0.1014 -0.1635 -0.0046
N 1.32828 0.17704 -0.25192 0.0165 0.1106 0.0999
H 1.39748 2.74163 0.66414 -0.1470 0.1120 -0.1000
H 0.20585 2.41262 1.80195 0.0063 0.0705 -0.1530
H -1.72918 0.68971 0.77700 0.1952 -0.0816 0.0175
H -1.33066 -2.58787 -1.20309 -0.0590 0.0648 0.0860
H -2.49772 -1.56777 -0.64140 0.0864 -0.0151 0.0026
H 1.27559 -1.75036 -1.21010 -0.1288 0.1255 -0.0528
H 2.30082 0.40765 -0.35640 -0.0847 -0.1260 0.1123
```
Forces are in eV/Å.

**LUMO level**: 1.046 eV
**Orbital gap**: 8.04 eV
**Multiplicity**: 1
**Energy relative to the best compared isomer or geometry (same formula, charge and spin)**: 2.4 kcal/mol
**E_HOMO**: -6.99 eV

# 3
Formula: CH4FN
Source: the Open Molecules 2025 dataset
Level of theory: the ωB97M-V functional and the def2-TZVPD basis

```
7
Properties=species:S:1:pos:R:3:forces:R:3
C -0.57976 0.23838 0.42663 3.0269 -2.3634 2.4837
N -0.25546 -0.51661 -0.64123 -0.9314 2.0554 -0.7268
F -1.17767 -0.64980 1.28797 -0.3044 2.1802 -0.0044
H -0.69882 1.30561 0.40278 -0.9668 -0.1000 0.2129
H 1.22830 0.55741 1.36142 -2.1598 -0.2002 -0.8874
H 0.38787 0.01719 -1.18695 0.6081 -0.5576 -0.7876
H -0.02613 -1.42037 -0.31755 0.7273 -1.0145 -0.2905
```
Forces are in eV/Å.

**LUMO level (alpha / beta)**: 0.448 / 0.448 eV
**Orbital gap (alpha / beta)**: 8.34 / 8.34 eV
**Multiplicity**: 1
**Energy relative to the best compared isomer or geometry (same formula, charge and spin)**: 83.4 kcal/mol
**E_HOMO (alpha / beta)**: -7.90 / -7.90 eV